1.
ORCA calculation (ωB97M-V/def2-TZVPD) on a structure of composition C34H31LiN2OPSeSi in a non-equilibrium geometry.

Results
HOMO-LUMO gap = 0.177 Eh
Lowest unoccupied orbital energy = 1.559 eV
F_max = 0.0609 Eh/bohr

Structure (ORCA input):
```
! wB97M-V def2-TZVPD RIJCOSX def2/J DEFGRID3
* xyz -1 1
Li 6.56053 -18.02440 3.49158
O 6.83187 -18.64953 1.63735
C 6.94151 -19.80553 1.09524
C 6.00529 -20.84745 1.57576
C 6.40400 -22.12093 1.39983
C 5.72852 -23.16861 1.98668
C 4.42871 -23.03390 2.50582
C 3.99226 -21.69037 2.61079
C 4.78360 -20.59793 2.26774
P 4.23122 -18.93964 2.64748
C 3.57473 -18.31371 1.05777
C 3.99428 -17.06854 0.62213
C 3.58412 -16.62163 -0.61362
C 2.71319 -17.37269 -1.41880
C 2.36392 -18.65774 -1.01386
C 2.77123 -19.11401 0.23143
C 2.68413 -19.24451 3.66221
C 1.37728 -19.07336 3.23714
C 0.30346 -19.38348 4.06468
C 0.48814 -19.77439 5.40298
C 1.81446 -19.85114 5.84116
C 2.88659 -19.62261 5.00465
H 7.34898 -22.16580 0.83342
H 6.25626 -24.12834 2.03795
H 3.91455 -23.87284 2.99762
H 3.14561 -21.36966 3.06813
H 4.72655 -16.52829 1.23239
H 3.90738 -15.66265 -0.97623
H 2.30843 -16.98558 -2.32794
H 1.74812 -19.28033 -1.62673
H 2.50813 -20.11169 0.52455
H 1.15771 -18.61610 2.28424
H -0.68051 -19.29294 3.70440
H -0.32480 -20.06010 6.05934
H 1.97338 -20.12815 6.86921
H 3.90253 -19.81544 5.35379
C 8.83758 -20.05059 6.56607
C 8.05705 -19.80792 5.45697
N 7.50252 -18.62764 5.19191
C 7.66693 -17.64572 6.10416
C 8.47694 -17.77215 7.22686
C 9.12756 -19.02082 7.42537
C 8.54237 -16.65600 8.13160
C 7.79877 -15.54856 7.98533
C 6.93355 -15.39951 6.83337
C 6.21500 -14.24112 6.61152
C 5.54589 -14.13899 5.41556
C 5.66243 -15.17791 4.51268
N 6.31301 -16.30025 4.73573
C 6.93055 -16.44501 5.89637
H 9.10961 -21.10502 6.79361
H 7.86372 -20.56619 4.75721
H 9.72001 -19.15313 8.29533
H 9.10078 -16.84126 9.03990
H 7.83218 -14.67509 8.65766
H 6.21363 -13.46187 7.34108
H 4.96740 -13.21815 5.17893
H 5.09479 -15.18555 3.59492
C 11.77412 -22.68138 5.86854
Si 10.33384 -23.93542 5.79310
C 10.04873 -24.22064 3.94639
C 11.12470 -25.61120 6.21697
Se 8.49796 -23.43629 6.92125
H 12.63884 -23.05974 5.28863
H 12.02199 -22.65038 6.93795
H 11.51328 -21.66384 5.54001
H 10.96747 -24.37410 3.42021
H 9.47694 -23.39482 3.52365
H 9.43092 -25.12535 3.76966
H 12.03745 -25.75997 5.69154
H 10.38105 -26.42814 5.96185
H 11.30776 -25.72530 7.29899
*
```

=====

2.
ORCA calculation (ωB97M-V/def2-TZVPD) on a structure of composition C34H31N3O2P2TeTi in a non-equilibrium geometry.

Results
HOMO-LUMO gap (alpha / beta) = 0.198 / 0.198 Eh
Lowest unoccupied orbital energy (alpha / beta) = -7.526 / -7.521 eV
F_max = 0.0761 Eh/bohr

Structure (ORCA input):
```
! wB97M-V def2-TZVPD RIJCOSX def2/J DEFGRID3
* xyz 2 1
Ti -1.16757 1.27220 -1.19026
Te 2.13720 1.40671 1.92467
C 2.82980 -0.54651 2.51118
C 2.27456 -1.24237 3.59015
C 2.81402 -2.48098 3.90760
N 3.86173 -2.98250 3.31861
C 4.36576 -2.35421 2.26118
C 3.88229 -1.14318 1.81152
C 0.74996 0.59820 0.50102
P 1.21905 0.61478 -1.22356
C 2.95820 0.94300 -1.34606
C 3.34076 2.29517 -1.16290
C 4.65973 2.66705 -1.24567
C 5.59528 1.68180 -1.58534
C 5.23340 0.39301 -1.86233
C 3.90559 0.00811 -1.76980
C 0.70119 -0.91843 -2.02480
C 1.31133 -2.14207 -1.72673
C 0.96030 -3.26665 -2.46266
C 0.04851 -3.16073 -3.48950
C -0.55522 -1.94806 -3.81305
C -0.27124 -0.82812 -3.05109
P -0.91130 0.28411 1.08379
C -1.45440 -1.37167 0.77761
C -0.68766 -2.46742 1.22429
C -1.18075 -3.75905 0.98376
C -2.35422 -4.00050 0.30424
C -3.18327 -2.90511 -0.02881
C -2.71488 -1.58633 0.14137
C -1.05677 0.62329 2.85201
C -0.85519 1.95046 3.31194
C -0.96853 2.26944 4.64616
C -1.34231 1.24832 5.54404
C -1.42122 -0.06804 5.10056
C -1.35965 -0.41287 3.76278
H 1.37566 -0.90355 4.08766
H 2.45652 -3.02808 4.75924
H 5.19182 -2.84529 1.76238
H 4.36073 -0.70185 0.94856
H 2.57818 3.05672 -1.00895
H 4.91862 3.68029 -1.06613
H 6.63563 1.95145 -1.70712
H 5.95135 -0.29898 -2.24362
H 3.60832 -0.98887 -2.07704
H 2.10740 -2.15098 -0.98446
H 1.47688 -4.17684 -2.20491
H -0.09047 -4.01202 -4.14259
H -1.30424 -1.86465 -4.59523
H -0.68540 0.17961 -3.27981
H 0.28524 -2.28222 1.72682
H -0.58625 -4.60055 1.25986
H -2.60709 -5.01656 0.06892
H -4.16022 -3.05875 -0.49033
H -3.38921 -0.77069 -0.18094
H -0.62682 2.71508 2.59697
H -0.75234 3.24154 5.01047
H -1.48091 1.46147 6.58392
H -1.55323 -0.90099 5.79716
H -1.42737 -1.46209 3.49528
C -4.81437 2.44320 -3.21632
C -3.48855 2.33711 -2.58281
N -2.82835 1.18572 -2.34080
O -3.36018 -0.07276 -2.75883
C -2.80901 3.47827 -2.04717
C -3.37716 4.86556 -2.08664
N -1.73012 3.09501 -1.33627
O -1.00379 3.84938 -0.63313
H -4.71542 2.98084 -4.18266
H -5.47282 3.04262 -2.57422
H -5.28157 1.44541 -3.43370
H -4.17864 -0.25831 -2.26690
H -4.32472 4.99174 -1.49888
H -3.59361 5.14393 -3.11795
H -2.66898 5.57829 -1.61572
*
```

=====

3.
ORCA calculation (ωB97M-V/def2-TZVPD) on a structure of composition C34H32BCl5F4GeN3O3Y.

Results
HOMO-LUMO gap = 0.265 Eh
Lowest unoccupied orbital energy = -1.045 eV
Energy relative to the best compared isomer or geometry (same formula, charge and spin) = 23.3 kcal/mol
F_max = 0.0193 Eh/bohr

Structure (ORCA input):
```
! wB97M-V def2-TZVPD RIJCOSX def2/J DEFGRID3
* xyz 0 1
Y 0.81065 -1.39289 1.44651
Cl 4.05711 -4.38404 -4.48876
C 3.32521 -3.30782 -3.36286
C 2.28567 -3.74243 -2.54683
Cl 1.70471 -5.35622 -2.66273
C 1.71711 -2.86522 -1.63799
Cl 0.38301 -3.37760 -0.64681
C 2.14982 -1.53566 -1.46442
O 1.63679 -0.75608 -0.56271
C 3.18111 -1.12312 -2.33290
Cl 3.72717 0.50553 -2.19390
C 3.76081 -1.98691 -3.25170
Cl 5.03613 -1.42799 -4.26185
C -3.66422 -1.28002 5.35706
C -3.26848 -2.60956 5.44518
C -2.08748 -3.02981 4.85867
C -1.29837 -2.10898 4.18100
C -1.68891 -0.78040 4.08393
C -2.87195 -0.36655 4.67734
N -0.09393 -2.48778 3.51337
N 0.48027 -3.48759 3.97808
C 1.66532 -3.90390 3.31950
C 2.29003 -4.99326 3.92698
C 3.45804 -5.49034 3.37856
C 3.97474 -4.89238 2.23560
C 3.32812 -3.80776 1.64883
C 2.14854 -3.26872 2.16376
H -4.58869 -0.95847 5.81857
H -3.88972 -3.32410 5.96934
H -1.77198 -4.06242 4.90368
H -1.05413 -0.06353 3.57678
H -3.16846 0.67245 4.61551
H 1.85155 -5.42734 4.81684
H 3.96263 -6.33268 3.83321
H 4.88977 -5.27451 1.79824
H 3.77469 -3.37508 0.75671
C 2.79525 3.79028 -2.82200
C 3.18042 4.18113 -1.40012
C 2.01729 4.14167 -0.41345
C 1.42738 2.73626 -0.17095
Ge 0.02045 2.32129 -1.43266
C -1.31159 3.75108 -1.53617
C -1.28155 4.61322 -2.80134
C -1.64825 3.85808 -4.07372
C -1.65521 4.76115 -5.30015
H 3.63965 3.89566 -3.50369
H 1.98896 4.42778 -3.19917
H 2.46369 2.75300 -2.88278
H 3.59158 5.19375 -1.40754
H 3.97830 3.52654 -1.03769
H 1.24795 4.84747 -0.75013
H 2.36063 4.52288 0.55044
H 1.00411 2.68966 0.82800
H 2.19297 1.96271 -0.23220
H 0.46429 1.72761 -2.76994
H -1.15926 4.37523 -0.65240
H -2.29341 3.28337 -1.42391
H -0.29444 5.07174 -2.92277
H -1.98128 5.44563 -2.67648
H -2.63697 3.40415 -3.94397
H -0.95044 3.03159 -4.23280
H -2.38667 5.56415 -5.19105
H -1.89977 4.20525 -6.20524
H -0.67663 5.22272 -5.44694
F 1.50840 -0.10581 4.03084
B 1.96006 0.68053 2.98827
F 2.78798 -0.12684 2.15802
F 2.46790 1.88369 3.30715
F 0.75037 0.82376 2.10117
O -2.25833 -2.80980 1.38909
C -2.41294 -1.80657 0.74483
N -1.35909 -0.88710 0.50506
C -1.78375 -0.00562 -0.37566
O -1.11098 0.88801 -0.95829
C -3.21912 -0.22712 -0.71862
C -4.07766 0.45308 -1.55278
C -5.38776 -0.01806 -1.62574
C -5.79588 -1.13003 -0.89583
C -4.90972 -1.81796 -0.06786
C -3.62169 -1.33713 0.00223
H -3.74935 1.31073 -2.12560
H -6.10244 0.48595 -2.26280
H -6.82064 -1.46691 -0.97879
H -5.21546 -2.68866 0.49633
*
```

=====

4.
ORCA calculation (ωB97M-V/def2-TZVPD) on a structure of composition C34H32BrCl8MnN4OSe2Si in a non-equilibrium geometry.

Results
HOMO-LUMO gap (alpha / beta) = 0.173 / 0.178 Eh
<S²> = 0.7768
Lowest unoccupied orbital energy (alpha / beta) = -5.344 / -5.304 eV
F_max = 0.0352 Eh/bohr

Structure (ORCA input):
```
! wB97M-V def2-TZVPD RIJCOSX def2/J DEFGRID3
* xyz 1 2
Mn -0.87349 1.35978 -0.87012
C 3.91633 -2.53267 3.92834
C 2.89910 -1.63409 4.62791
C 1.98270 -2.51569 5.48952
C 3.65059 -0.64676 5.53490
C 2.05625 -0.84392 3.61596
C 2.38563 -0.76981 2.28022
C 1.55520 -0.05731 1.43453
Br 2.04669 0.14376 -0.38189
C 0.36654 0.56015 1.80654
O -0.48582 1.10272 0.90112
C 0.09289 0.60425 3.19221
C 0.94246 -0.11055 4.03370
C -1.04640 1.46553 3.77728
C -2.41999 1.01646 3.24416
C -0.77512 2.93032 3.39315
C -1.10064 1.38604 5.30429
H 4.45922 -3.11814 4.67577
H 4.65681 -1.95168 3.36736
H 3.42604 -3.23305 3.24140
H 2.58610 -3.18576 6.11174
H 1.32661 -3.12761 4.86161
H 1.35501 -1.92070 6.15996
H 4.20443 -1.18761 6.31241
H 2.95925 0.04223 6.02909
H 4.36368 -0.05438 4.95365
H 3.27615 -1.24635 1.88597
H 0.72667 -0.09115 5.09653
H -2.42358 0.93563 2.16145
H -3.19321 1.73752 3.54305
H -2.68849 0.03750 3.65741
H -0.67282 3.03606 2.31316
H 0.15195 3.28145 3.85793
H -1.59821 3.57402 3.73225
H -1.28547 0.36525 5.65576
H -1.92499 2.01322 5.65987
H -0.17986 1.75781 5.76490
Cl -1.55167 5.36700 -2.97301
Si -2.36454 3.61818 -3.55716
Cl -4.27074 3.46250 -2.93335
Cl -2.33423 3.65030 -5.57657
Cl 0.89117 4.77411 -0.00848
C -0.79620 4.41711 0.15899
C -1.31069 3.20390 -0.26299
C -2.62959 2.96425 0.03103
Cl -3.16934 1.32924 -0.38703
C -3.48450 3.85249 0.65439
Cl -5.10773 3.42251 0.97590
C -2.96300 5.08802 1.00989
Cl -3.96772 6.25251 1.76070
C -1.61134 5.36224 0.77635
Cl -0.95035 6.86013 1.27375
Se 0.44909 2.55692 -2.48777
N -1.39017 2.17902 -2.96433
C -1.28946 1.16016 -3.97134
C -2.38585 0.55235 -4.55966
C -2.17322 -0.37634 -5.56694
C -0.87338 -0.68162 -6.01919
C 0.21971 -0.09671 -5.43692
C 0.02628 0.82893 -4.38248
N 1.03899 1.43948 -3.74774
H -3.39163 0.79751 -4.23150
H -3.02852 -0.86121 -6.02559
H -0.73702 -1.38147 -6.83558
H 1.22956 -0.31646 -5.77164
C -1.36935 -4.21470 -2.15704
N -0.32733 -3.37308 -2.74728
C -0.13637 -2.06898 -2.49999
Se -1.30265 -1.03528 -1.48171
N 0.94443 -1.69360 -3.19231
C 1.46118 -2.76538 -3.93142
C 2.51306 -2.86041 -4.83002
C 2.70257 -4.09388 -5.43450
C 1.87920 -5.18876 -5.13270
C 0.83842 -5.08288 -4.22478
C 0.64635 -3.83961 -3.64318
H -1.97010 -3.61688 -1.48543
H -0.90864 -5.02753 -1.60217
H -2.00305 -4.62497 -2.94117
H 1.30974 -0.76064 -3.18612
H 3.15813 -2.01254 -5.04379
H 3.50238 -4.21486 -6.15661
H 2.06123 -6.13916 -5.61987
H 0.20867 -5.93437 -3.98469
*
```

=====

5.
ORCA calculation (ωB97M-V/def2-TZVPD) on a structure of composition C34H32CeN7O3S5 in a non-equilibrium geometry.

Results
HOMO-LUMO gap (alpha / beta) = 0.260 / 0.261 Eh
<S²> = 0.7507
Lowest unoccupied orbital energy (alpha / beta) = 0.245 / 0.248 eV
Energy relative to the best compared isomer or geometry (same formula, charge and spin) = 0.0 kcal/mol
F_max = 0.0630 Eh/bohr

Structure (ORCA input):
```
! wB97M-V def2-TZVPD RIJCOSX def2/J DEFGRID3
* xyz 0 2
Ce -0.27556 -0.58671 -0.00033
S -1.93332 -2.29554 1.55190
C -3.54052 -1.46871 1.37897
C -4.70377 -2.23593 1.09056
C -5.86161 -1.52555 0.81354
C -5.97375 -0.15744 0.82152
C -4.85496 0.60326 1.10786
C -3.65593 -0.07820 1.41074
S -2.12120 0.73089 1.92021
C -2.09798 2.37261 1.20487
C -0.67843 2.86470 1.14410
C -0.45960 4.22872 1.26652
C 0.86035 4.61584 1.40313
C 1.84810 3.67994 1.38607
C 1.56456 2.33136 1.19909
C 2.69757 1.34454 1.11152
S 2.43795 0.34221 -0.31670
C 3.34409 -1.08536 0.13597
C 4.56819 -0.89151 0.79727
C 5.35633 -1.97475 1.06261
C 4.95652 -3.28022 0.64228
C 3.77650 -3.44641 -0.00101
C 2.91921 -2.34942 -0.26905
S 1.41788 -2.62130 -1.14611
N 0.30123 1.90470 1.07515
H -4.67412 -3.29520 0.95345
H -6.77414 -2.07399 0.55048
H -6.90091 0.25986 0.58068
H -4.87325 1.69008 1.15912
H -2.69361 3.07405 1.81843
H -2.44944 2.33743 0.20822
H -1.34707 4.85891 1.31117
H 1.09164 5.67547 1.58051
H 2.87047 4.00801 1.55122
H 2.63634 0.71869 1.99552
H 3.61829 1.91048 1.09007
H 4.90657 0.07670 1.15622
H 6.26457 -1.88823 1.65857
H 5.57392 -4.13906 0.86733
H 3.38131 -4.39732 -0.30503
N -2.04107 -0.35069 -8.04192
C -2.09408 -0.26380 -6.65087
C -1.00879 -0.59027 -5.86030
C -1.05102 -0.39768 -4.48578
C -2.16468 0.18764 -3.95403
C -3.29490 0.50928 -4.72134
C -3.26786 0.31213 -6.11548
S -2.21478 0.49155 -2.27727
O -3.47672 1.13287 -1.90507
O -2.00051 -0.75686 -1.51310
N -0.84088 1.20307 -1.85329
C -0.26871 2.35934 -2.37957
N 0.79311 2.81873 -1.75242
C 1.45488 3.86449 -2.28119
C 1.10156 4.40326 -3.49820
C -0.04559 3.82331 -4.11030
N -0.77630 2.87046 -3.55920
H -1.39311 -1.03760 -8.39196
H -2.98312 -0.35310 -8.42279
H -0.17577 -1.12600 -6.34136
H -0.18117 -0.59356 -3.89161
H -4.12049 1.00091 -4.23307
H -4.03109 0.67868 -6.74008
H 2.34219 4.18884 -1.71785
H 1.68157 5.13576 -4.00466
H -0.40458 4.20445 -5.05966
N 0.89757 -0.98041 2.35067
C 0.92231 -1.49056 3.38525
N 0.93621 -2.06793 4.55609
C 1.90582 -1.55992 5.53791
C 3.17174 -2.38545 5.62658
O 2.96127 -3.77209 5.68505
C 2.17016 -4.20609 4.62280
C 0.79090 -3.54082 4.56916
H 1.39609 -1.62523 6.46116
H 2.10943 -0.51833 5.27536
H 3.73715 -2.17274 6.56624
H 3.83886 -2.12748 4.72751
H 1.94153 -5.32979 4.68003
H 2.70279 -4.08097 3.70204
H 0.19083 -3.90199 5.36899
H 0.26680 -3.79303 3.68088
*
```

=====

6.
ORCA calculation (ωB97M-V/def2-TZVPD) on a structure of composition C34H32CoFN2OPS2Si in a non-equilibrium geometry.

Results
HOMO-LUMO gap (alpha / beta) = 0.271 / 0.153 Eh
<S²> = 6.0362
Lowest unoccupied orbital energy (alpha / beta) = -2.481 / -5.687 eV
Energy relative to the best compared isomer or geometry (same formula, charge and spin) = 13.4 kcal/mol
F_max = 0.0200 Eh/bohr

Structure (ORCA input):
```
! wB97M-V def2-TZVPD RIJCOSX def2/J DEFGRID3
* xyz 1 5
Co -1.15098 -0.89553 -0.50908
C -1.83848 -3.53098 3.42075
Si -1.23982 -2.17216 2.30751
C 0.48817 -1.69287 2.83558
C -2.39138 -0.70148 2.51189
N -1.23114 -2.46546 0.58851
C -1.15484 -3.66924 -0.13482
C -1.33221 -4.96308 0.37633
C -1.24264 -6.09223 -0.43177
C -0.97952 -5.98514 -1.78759
C -0.81513 -4.72242 -2.33370
C -0.91541 -3.64116 -1.50286
F -0.78360 -2.37338 -2.07246
H -1.90553 -3.12899 4.44180
H -1.14443 -4.37810 3.44690
H -2.83374 -3.89807 3.14061
H 0.46325 -0.88615 3.58342
H 1.06839 -1.34557 1.97637
H 1.01567 -2.54630 3.28058
H -2.13654 -0.12977 3.41191
H -3.43549 -1.02460 2.59643
H -2.32867 -0.01027 1.66206
H -1.55772 -5.07020 1.43114
H -1.38858 -7.07140 0.01068
H -0.90421 -6.86603 -2.41358
H -0.61547 -4.57882 -3.38912
S -4.30323 -2.51686 -0.98622
C -4.13109 -0.84792 -0.94218
N -2.98894 -0.16331 -1.01625
C -3.21807 1.19482 -1.02156
C -2.23048 2.18086 -1.18238
C -2.60762 3.49781 -1.14751
C -3.96015 3.86532 -0.97121
C -4.94860 2.91551 -0.86127
C -4.56778 1.56905 -0.89232
S -5.53603 0.16121 -0.80194
H -1.20244 1.89948 -1.37472
H -1.85638 4.26781 -1.27467
H -4.22801 4.91647 -0.93601
H -5.99153 3.19567 -0.76101
O 0.73507 -0.34346 -0.61310
P 1.68445 0.83641 -0.43534
C 1.41986 2.05020 -1.72230
C 1.49656 3.42108 -1.47628
C 1.28141 4.31978 -2.51547
C 0.99106 3.84883 -3.79067
C 0.91903 2.47966 -4.03809
C 1.13386 1.57762 -3.00665
C 1.47950 1.68041 1.13164
C 0.19538 2.12179 1.46143
C -0.04342 2.73232 2.68089
C 1.00222 2.90162 3.58269
C 2.28249 2.47303 3.25775
C 2.52577 1.86435 2.03218
C 3.35539 0.24868 -0.55915
C 4.41157 1.15807 -0.66901
C 5.71209 0.68813 -0.73765
C 5.95571 -0.68230 -0.70839
C 4.90473 -1.58477 -0.61084
C 3.59722 -1.12255 -0.53346
H 1.71540 3.78341 -0.47657
H 1.33886 5.38746 -2.32877
H 0.81976 4.55253 -4.59896
H 0.69786 2.11909 -5.03685
H 1.07763 0.50935 -3.19104
H -0.61839 2.00497 0.75622
H -1.03973 3.07617 2.92988
H 0.81534 3.36803 4.54439
H 3.09526 2.61160 3.96109
H 3.52554 1.52400 1.78782
H 4.21473 2.22580 -0.71284
H 6.53711 1.38657 -0.81943
H 6.97384 -1.04784 -0.77105
H 5.10169 -2.65085 -0.59627
H 2.76549 -1.81572 -0.45606
*
```